A 6-piece molecular cluster, C2H13O7 overall in a non-equilibrium geometry. Source: OMol25; level of theory: wB97M-V/def2-TZVPD.

Summary:
HOMO = -6.305 eV
Charge = -1
Kohn-Sham gap = 9.72 eV
F_max = 1.97 eV Å⁻¹

Last column: Löwdin charge in e.
CARTESIAN COORDINATES (ANGSTROEM)
O1 1.2966 -0.0327 1.1214  -0.08
C1 0.3063 -0.5367 0.5255  -0.68
O2 0.1463 -1.7623 0.2954  -0.05
C2 -0.8008 0.4182 0.0158  0.01
H1 -0.3234 1.3922 -0.0554  0.05
H2 -1.1447 0.0155 -0.9268  0.07
H3 -1.5865 0.5493 0.7500  0.07
H4 -1.4987 -3.6690 -1.1126  0.06
H5 -0.7432 -2.3933 -0.8819  0.02
O3 -1.4263 -2.7920 -1.5461  -0.13
H6 0.7118 3.7790 0.8304  0.01
H7 1.1021 3.1806 -0.5209  0.02
O4 1.1418 4.0129 -0.0240  -0.10
H8 0.0614 2.2230 2.6808  0.03
H9 1.2000 1.4482 1.9151  -0.01
O5 0.9034 2.3165 2.2504  -0.08
H10 -3.5931 -0.7587 -0.7036  0.01
H11 -2.9048 -2.0235 -1.2171  -0.03
O6 -3.7793 -1.5778 -1.1928  -0.11
H12 2.6722 0.2036 -0.3166  0.00
H13 2.2457 -1.0791 -1.0364  0.02
O7 2.8084 -0.3032 -1.1170  -0.07

Forces on atoms 1 to 6 (eV/Å):
-0.409 -0.275 0.059
-0.303 0.112 0.325
0.351 0.075 -0.090
1.325 -0.067 0.453
-0.191 0.148 -0.469
-0.388 0.259 -0.187


C2H14ClMgO5 as an isolated structure in a non-equilibrium geometry. Source: OMol25; level of theory: wB97M-V/def2-TZVPD.

Summary:
HOMO = -12.733 eV
Energy above the lowest of the compared OMol25 structures with the same formula, charge and spin = 38.6 kcal per mole
Charge = +1
Kohn-Sham gap = 3.89 eV
F_max = 1.24 eV Å⁻¹

Last column: Löwdin charge in e.
CARTESIAN COORDINATES (ANGSTROEM)
Mg1 -8.9705 -14.5988 -12.5930  1.18
Cl1 -9.9337 -15.3118 -10.7317  0.14
O1 -13.1743 -13.7265 -10.6177  -0.05
H1 -13.0141 -12.8798 -10.1877  0.05
H2 -12.4010 -13.8936 -11.1631  -0.02
O2 -9.3549 -12.9871 -8.3300  -0.05
H3 -10.0130 -13.2328 -8.9872  -0.01
H4 -9.0852 -12.0907 -8.5555  0.06
O3 -12.8841 -16.8306 -10.7656  -0.07
H5 -13.4021 -16.1415 -10.3326  0.03
H6 -12.0287 -16.4275 -10.9309  -0.09
O4 -7.6325 -15.1988 -7.7105  -0.06
H7 -8.0228 -15.6377 -8.4699  -0.03
H8 -8.1525 -14.3884 -7.6017  0.00
C1 -9.0392 -18.9809 -8.0056  -0.08
C2 -9.4097 -19.1914 -9.4653  -0.29
O5 -8.5165 -18.4858 -10.3447  -0.12
H9 -8.1386 -19.5642 -7.7874  0.08
H10 -9.8119 -19.3471 -7.3274  0.08
H11 -8.7904 -17.9588 -7.7149  0.06
H12 -10.4345 -18.8649 -9.6693  0.10
H13 -9.2984 -20.2388 -9.7256  0.11
H14 -8.6580 -17.5393 -10.3271  -0.03

Forces on atoms 1 to 6 (eV/Å):
-0.291 -0.559 0.850
0.540 0.539 -0.982
0.114 -0.037 0.027
-0.114 0.008 0.030
-0.069 0.039 0.009
-0.005 0.155 -0.252


A 6-piece molecular cluster, C2H14ClO5 overall in a non-equilibrium geometry. Source: OMol25; level of theory: wB97M-V/def2-TZVPD.

Summary:
HOMO = -4.548 eV
Energy above the lowest of the compared OMol25 structures with the same formula, charge and spin = 29.2 kcal per mole
Charge = -1
Kohn-Sham gap = 7.74 eV
F_max = 1.69 eV Å⁻¹

Last column: Löwdin charge in e.
CARTESIAN COORDINATES (ANGSTROEM)
Cl1 -17.7539 -1.5624 2.3373  -0.86
C1 -23.3499 -1.8015 2.9296  -0.16
O1 -22.2082 -2.6752 2.9681  -0.14
H1 -24.2003 -2.2201 3.4679  0.06
H2 -23.0609 -0.9067 3.4808  0.08
H3 -23.7556 -1.7190 1.9212  0.07
H4 -21.3898 -2.2286 2.7392  0.06
C2 -19.8160 -1.3126 7.1127  -0.21
O2 -19.2791 -0.1726 6.5503  -0.11
H5 -18.9813 -1.9143 7.4721  0.07
H6 -20.5112 -1.0970 7.9241  0.07
H7 -20.3424 -1.9501 6.4024  0.08
H8 -18.9879 -0.5376 5.7115  0.07
O3 -14.3420 1.4439 1.9215  -0.06
H9 -15.1484 0.9283 1.9106  0.02
H10 -14.2226 1.7220 1.0134  0.02
O4 -14.1066 -2.0347 4.6018  -0.07
H11 -13.9060 -2.9585 4.7519  0.02
H12 -14.8835 -2.0455 4.0428  0.00
O5 -13.5527 -3.1067 -0.4490  -0.06
H13 -13.5046 -2.7378 -1.3309  0.02
H14 -14.4132 -2.8413 -0.1243  0.03

Forces on atoms 1 to 6 (eV/Å):
0.092 0.052 0.117
0.895 -0.596 0.414
-1.111 -0.543 0.157
0.355 -0.529 0.409
-0.428 0.542 -0.646
0.430 0.755 -0.219


A 4-piece molecular cluster, C2H14N2O3 overall in a non-equilibrium geometry. Source: OMol25; level of theory: wB97M-V/def2-TZVPD.

Summary:
HOMO = -9.435 eV
Structure (SMILES) = CNCN.O.O.O
Energy above the lowest of the compared OMol25 structures with the same formula, charge and spin = 23.3 kcal per mole
Kohn-Sham gap = 10.15 eV
F_max = 1.37 eV Å⁻¹

Last column: Löwdin charge in e.
CARTESIAN COORDINATES (ANGSTROEM)
C1 0.7097 -0.3135 1.6053  -0.14
N1 1.1920 -0.7945 0.3243  -0.11
C2 1.2049 0.3257 -0.6210  -0.36
N2 1.7413 -0.0377 -1.9285  0.02
H1 1.1076 -0.8577 2.4444  0.07
H2 0.9799 0.7290 1.8135  0.07
H3 -0.3533 -0.5202 1.7206  0.07
H4 2.1755 -1.0371 0.3758  0.11
H5 1.7518 1.1649 -0.1648  0.11
H6 0.2027 0.7562 -0.7471  0.10
H7 1.0236 -0.6149 -2.3460  0.05
H8 1.9610 0.7648 -2.4969  0.07
H9 -0.1634 -1.6744 -1.2358  -0.01
H10 -0.9816 -2.7294 -1.9181  0.05
O1 -1.0830 -1.9359 -1.3843  -0.05
H11 -1.4097 2.0410 0.5730  0.00
H12 -0.5675 2.2819 1.7673  0.01
O2 -1.0963 2.7678 1.1250  -0.06
H13 -3.2909 0.4787 0.5975  0.04
H14 -2.5360 -0.6417 -0.1680  0.02
O3 -2.5683 -0.1530 0.6638  -0.06

Forces on atoms 1 to 6 (eV/Å):
-0.389 -0.441 0.678
0.447 0.482 -1.005
-0.324 1.233 -0.069
0.081 -0.757 1.138
0.665 -0.532 0.116
-0.239 0.123 -0.188


A 5-piece molecular cluster, C2H14NO5 overall in a non-equilibrium geometry. Source: OMol25; level of theory: wB97M-V/def2-TZVPD.

Summary:
HOMO = -4.585 eV
Energy above the lowest of the compared OMol25 structures with the same formula, charge and spin = 53.4 kcal per mole
Charge = -1
Kohn-Sham gap = 8.25 eV
F_max = 6.53 eV Å⁻¹

Last column: Löwdin charge in e.
CARTESIAN COORDINATES (ANGSTROEM)
C1 -0.7701 3.4416 1.2708  -0.20
N1 -0.2337 2.1479 0.8203  -0.12
C2 -1.2047 1.1578 0.3794  -0.47
O1 -0.6271 0.3733 -0.5281  -0.27
H1 0.0446 4.2719 1.3676  0.09
H2 -1.4056 3.1758 2.1240  0.06
H3 -1.4948 4.0607 0.7491  0.03
H4 0.4880 2.3460 0.1120  0.10
H5 -2.1670 1.6400 0.0483  0.12
H6 -1.3739 0.5081 1.2135  0.09
H7 -0.7195 0.6726 -3.2621  -0.11
H8 -1.0825 0.2785 -1.8169  0.02
O2 -1.3027 0.1089 -2.9375  -0.18
H9 1.5045 -2.4146 -0.7888  -0.09
H10 1.9631 -1.9559 0.3621  0.08
O3 1.6641 -2.8497 -0.0004  -0.08
H11 2.0544 -4.7010 2.5077  -0.05
H12 0.9589 -4.1159 1.7638  0.07
O4 1.2219 -4.9594 2.2845  -0.07
H13 0.5146 -1.5048 -2.3930  0.01
H14 0.7155 -0.5052 -1.3555  0.06
O5 1.2523 -1.1766 -1.9205  -0.09

Forces on atoms 1 to 6 (eV/Å):
0.732 0.549 0.742
0.874 2.806 -0.228
0.193 0.089 -0.250
0.566 -1.001 -2.187
-0.988 -1.887 0.830
0.763 0.650 0.840


A 5-piece molecular cluster, C2H14O4 overall in a non-equilibrium geometry. Source: OMol25; level of theory: wB97M-V/def2-TZVPD.

Summary:
HOMO = -10.741 eV
Structure (SMILES) = CC.O.O.O.O
Energy above the lowest of the compared OMol25 structures with the same formula, charge and spin = 26.6 kcal per mole
Kohn-Sham gap = 11.36 eV
F_max = 3.06 eV Å⁻¹

Last column: Löwdin charge in e.
CARTESIAN COORDINATES (ANGSTROEM)
C1 3.6826 -1.5445 1.8929  -0.17
C2 3.2775 -0.1999 2.4120  -0.19
H1 3.1156 -2.3065 2.4298  0.07
H2 4.7343 -1.7339 2.1291  0.06
H3 3.5350 -1.6759 0.8270  0.07
H4 3.2073 0.0372 3.4748  0.07
H5 3.8563 0.7118 2.1627  0.07
H6 2.3879 0.1081 1.8358  0.04
H7 -2.0987 -0.1662 -2.1057  -0.01
H8 -1.2867 -0.6352 -3.2999  0.04
O1 -1.8385 -0.9768 -2.5720  -0.08
H9 -2.2341 2.0891 -1.8593  0.04
H10 -1.4501 2.4518 -3.0228  0.05
O2 -2.1505 1.8369 -2.7815  -0.05
H11 0.4440 0.5653 0.6097  0.02
H12 -0.6030 -0.0093 -0.1955  0.04
O3 -0.0436 0.7873 -0.2072  -0.07
H13 -5.7190 0.9891 -0.5807  0.04
H14 -5.6949 -0.5533 -0.4831  0.05
O4 -5.1214 0.2249 -0.6661  -0.08

Forces on atoms 1 to 6 (eV/Å):
1.004 -0.456 1.085
-0.627 2.793 -1.091
-0.062 -0.119 -0.212
-0.043 -0.159 -0.187
-0.062 0.170 -0.095
-0.609 -1.096 0.146


A 6-piece molecular cluster, C2H14O5 overall in a non-equilibrium geometry. Source: OMol25; level of theory: wB97M-V/def2-TZVPD.

Summary:
HOMO = -9.979 eV
Structure (SMILES) = C=C.O.O.O.O.O
Energy above the lowest of the compared OMol25 structures with the same formula, charge and spin = 38.0 kcal per mole
Kohn-Sham gap = 10.35 eV
F_max = 1.17 eV Å⁻¹

Last column: Löwdin charge in e.
CARTESIAN COORDINATES (ANGSTROEM)
C1 0.7007 3.3887 -1.3852  -0.08
C2 0.2093 3.8841 -0.2593  -0.07
H1 1.7093 3.0126 -1.5056  0.05
H2 0.0769 3.1620 -2.2240  0.03
H3 0.8805 4.3928 0.4234  0.05
H4 -0.8393 4.0233 -0.0659  0.04
H5 0.4219 -3.4272 -0.4685  -0.01
H6 1.4901 -2.3712 -0.9515  0.02
O1 0.5574 -2.5339 -0.8108  -0.06
H7 -1.6088 1.2763 -1.1138  0.01
H8 -1.9353 0.7008 0.2659  0.01
O2 -1.9384 0.4861 -0.6770  -0.07
H9 -1.5639 -4.4821 0.8988  0.05
H10 -1.1055 -5.4112 -0.2504  0.05
O3 -0.8168 -4.7221 0.3516  -0.04
H11 -1.1302 -0.9692 1.3321  0.03
H12 -0.0635 -0.0375 1.9445  0.00
O4 -1.0007 -0.2699 1.9801  -0.07
H13 1.8551 -0.0469 0.0858  0.04
H14 2.3848 -0.3000 1.4336  0.05
O5 1.7165 0.2443 0.9962  -0.05

Forces on atoms 1 to 6 (eV/Å):
-0.200 -0.796 0.141
0.670 0.916 -0.272
0.335 0.820 0.079
-0.576 -0.434 -0.246
0.038 -0.747 0.569
-0.299 0.226 -0.283


A 5-piece molecular cluster, C2H14O5 overall in a non-equilibrium geometry. Source: OMol25; level of theory: wB97M-V/def2-TZVPD.

Summary:
HOMO (spin up / spin down) = -15.320 / -15.308 eV
2S+1 = 2
Energy above the lowest of the compared OMol25 structures with the same formula, charge and spin = 20.7 kcal per mole
Charge = +1
Kohn-Sham gap (spin up / spin down) = 12.13 / 5.60 eV
F_max = 3.05 eV Å⁻¹

Last column: Löwdin charge in e.
CARTESIAN COORDINATES (ANGSTROEM)
C1 0.1714 0.5390 -1.5269  -0.17
O1 1.5385 0.0844 -1.5516  0.21
C2 -0.0016 2.0507 -1.4972  -0.03
H1 -0.3178 0.1381 -0.5392  0.20
H2 -0.3345 0.0988 -2.3519  0.13
H3 1.9478 0.6917 -0.8493  0.15
H4 -0.9786 2.4318 -2.0186  0.16
H5 0.8924 2.6134 -1.7203  0.10
H6 -0.2438 2.3996 -0.4851  0.08
H7 -0.5682 -3.9020 -1.2435  0.04
H8 0.1325 -2.5757 -1.0142  0.07
O2 -0.7151 -3.0786 -0.8068  -0.05
H9 -0.6645 -0.1568 2.0717  0.05
H10 0.0321 -0.1351 3.3613  0.05
O3 -0.1607 0.4709 2.6666  -0.04
H11 -1.8931 -1.8919 0.4834  -0.02
H12 -3.1307 -1.1749 0.8435  0.06
O4 -2.1898 -1.1612 0.9869  -0.01
H13 2.1942 1.1905 1.6538  0.03
H14 0.8105 1.3956 1.4892  0.03
O5 1.6650 1.6017 1.0127  -0.05

Forces on atoms 1 to 6 (eV/Å):
1.074 -0.087 -0.204
-2.280 1.488 1.368
-2.034 1.470 1.212
0.638 0.126 -0.809
-0.323 -0.910 -0.548
0.219 -0.334 -0.004


What did the first record say?
A 6-piece molecular cluster, C2H13O7 overall in a non-equilibrium geometry. Source: OMol25; level of theory: wB97M-V/def2-TZVPD.

Summary:
HOMO = -6.305 eV
Charge = -1
Kohn-Sham gap = 9.72 eV
F_max = 1.97 eV Å⁻¹

Last column: Löwdin charge in e.
CARTESIAN COORDINATES (ANGSTROEM)
O1 1.2966 -0.0327 1.1214  -0.08
C1 0.3063 -0.5367 0.5255  -0.68
O2 0.1463 -1.7623 0.2954  -0.05
C2 -0.8008 0.4182 0.0158  0.01
H1 -0.3234 1.3922 -0.0554  0.05
H2 -1.1447 0.0155 -0.9268  0.07
H3 -1.5865 0.5493 0.7500  0.07
H4 -1.4987 -3.6690 -1.1126  0.06
H5 -0.7432 -2.3933 -0.8819  0.02
O3 -1.4263 -2.7920 -1.5461  -0.13
H6 0.7118 3.7790 0.8304  0.01
H7 1.1021 3.1806 -0.5209  0.02
O4 1.1418 4.0129 -0.0240  -0.10
H8 0.0614 2.2230 2.6808  0.03
H9 1.2000 1.4482 1.9151  -0.01
O5 0.9034 2.3165 2.2504  -0.08
H10 -3.5931 -0.7587 -0.7036  0.01
H11 -2.9048 -2.0235 -1.2171  -0.03
O6 -3.7793 -1.5778 -1.1928  -0.11
H12 2.6722 0.2036 -0.3166  0.00
H13 2.2457 -1.0791 -1.0364  0.02
O7 2.8084 -0.3032 -1.1170  -0.07

Forces on atoms 1 to 6 (eV/Å):
-0.409 -0.275 0.059
-0.303 0.112 0.325
0.351 0.075 -0.090
1.325 -0.067 0.453
-0.191 0.148 -0.469
-0.388 0.259 -0.187